(1)
The following is a quantum chemistry calculation of the molecule C11H11NO2 at a distorted geometry, from the OMol25 dataset.

Summary:
SMILES: O/C=C/CN=C=C(O)c1ccccc1
Largest force on an atom in eV Å⁻¹: 2.913
Spin multiplicity: 1
Molecular weight in Da: 189.21
HOMO-LUMO gap in eV: 8.68

Positions of all 25 atoms, in Å:
C1 -0.89 1.01 -1.41
C2 3.03 0.57 1.90
C3 1.82 1.17 1.99
C4 3.39 0.01 0.72
C5 0.92 1.19 0.92
C6 2.46 -0.09 -0.30
C7 1.22 0.55 -0.22
C8 -3.19 0.62 -1.35
C9 -2.87 -0.65 -0.70
C10 -1.95 -1.53 -1.03
C11 0.35 0.61 -1.44
N1 -2.02 1.46 -1.52
O1 -1.63 -2.63 -0.33
O2 0.99 0.16 -2.54
H1 3.77 0.56 2.68
H2 1.48 1.64 2.94
H3 4.39 -0.41 0.58
H4 -0.13 1.45 1.06
H5 2.61 -0.45 -1.31
H6 -3.98 1.24 -0.82
H7 -3.71 0.41 -2.34
H8 -3.06 -0.78 0.30
H9 -1.30 -1.59 -1.87
H10 -2.12 -2.71 0.53
H11 1.88 0.51 -2.44

(2)
The following is a quantum chemistry calculation of the molecule C11H11NO2 at a distorted geometry, from the OMol25 dataset.

Summary:
SMILES: N[C@]1(C(=O)O)C=c2ccccc2=CC1
Largest force on an atom in eV Å⁻¹: 4.254
Spin multiplicity: 1
Molecular weight in Da: 189.21
HOMO-LUMO gap in eV: 7.08

Positions of all 25 atoms, in Å:
C1 -3.58 0.11 -0.41
C2 -3.11 1.45 -0.28
C3 -2.63 -0.91 -0.28
C4 -1.81 1.76 -0.30
C5 -0.24 -1.61 -0.57
C6 0.49 1.22 -0.26
C7 -1.16 -0.60 -0.38
C8 -0.77 0.78 -0.41
C9 2.70 0.57 -1.08
C10 1.15 -1.30 -0.73
C11 1.54 0.08 -0.29
N1 2.06 -0.01 1.11
O1 2.73 0.55 -2.27
O2 3.65 1.15 -0.39
H1 -4.59 -0.17 -0.17
H2 -3.83 2.20 -0.34
H3 -2.93 -1.89 -0.28
H4 -1.40 2.76 -0.11
H5 -0.65 -2.59 -0.77
H6 0.84 2.25 -0.24
H7 1.80 -2.04 -0.28
H8 1.40 -1.54 -1.88
H9 1.30 0.26 1.71
H10 3.35 1.02 0.60
H11 2.45 -0.89 1.48

(3)
The following is a quantum chemistry calculation of the molecule C11H11NO2S at a distorted geometry, from the OMol25 dataset.

Summary:
SMILES: Cc1c(C(=O)O)[nH]c2c(C3CC3)csc12
Largest force on an atom in eV Å⁻¹: 4.918
Spin multiplicity: 1
Molecular weight in Da: 221.28
HOMO-LUMO gap in eV: 8.81

Positions of all 26 atoms, in Å:
O1 -2.40 0.82 3.12
O2 -2.23 2.99 2.45
S1 0.55 0.96 -2.23
C1 -2.10 1.63 2.30
C2 1.70 -0.22 -1.60
C3 -0.46 0.81 -0.86
C4 0.06 -0.01 0.02
C5 -1.45 1.23 1.04
C6 -1.36 1.71 -0.28
C7 1.17 -0.80 -0.47
N1 -0.56 0.18 1.25
C8 -2.18 2.89 -0.87
C9 1.31 -3.41 -0.49
C10 2.79 -2.94 -0.64
C11 1.78 -2.04 0.15
H1 -1.81 3.32 1.73
H2 2.51 -0.57 -2.12
H3 -0.29 -0.26 2.16
H4 -3.02 3.02 -0.22
H5 -2.52 2.80 -1.87
H6 -1.64 3.83 -0.93
H7 1.05 -4.19 0.16
H8 0.52 -3.44 -1.28
H9 3.53 -3.44 -0.13
H10 3.12 -2.91 -1.66
H11 1.91 -1.94 1.27

(4)
The following is a quantum chemistry calculation of the molecule C11H11NO4 at a distorted geometry, from the OMol25 dataset.

Summary:
Largest force on an atom in eV Å⁻¹: 4.333
Spin multiplicity: 1
Molecular weight in Da: 221.21
HOMO-LUMO gap in eV: 6.74

Positions of all 27 atoms, in Å:
O1 -0.67 3.59 0.76
O2 1.25 4.73 0.65
O3 -3.46 -2.50 0.76
O4 -1.36 -4.06 1.36
C1 0.42 3.89 0.20
C2 -0.48 1.09 -0.79
C3 -2.02 -0.71 -0.08
C4 0.17 -2.43 0.47
C5 -2.21 -1.96 0.47
C6 -1.15 -2.85 0.74
C7 -0.72 -0.28 -0.32
C8 0.37 -1.12 -0.04
N1 0.72 1.61 -0.79
C9 0.91 3.08 -0.99
C10 1.78 -0.64 -0.35
C11 1.89 0.90 -0.17
H1 -3.34 -3.47 0.91
H2 -0.54 -4.46 1.63
H3 -1.31 1.68 -1.12
H4 -2.90 -0.10 -0.24
H5 0.98 -3.09 0.67
H6 0.33 3.42 -1.86
H7 1.96 3.36 -1.16
H8 2.50 -1.11 0.30
H9 2.10 -0.94 -1.37
H10 2.82 1.25 -0.54
H11 1.93 1.13 0.88

Calculated relative energy (zero: lowest compared OMol25 entry of this formula, charge and spin) (kcal/mol), listed in the same order as above: 116.78, 73.68, 77.30, 13.57